A 2-piece molecular cluster, C6H11N3 overall. Source: OMol25; level of theory: ωB97M-V/def2-TZVPD.

```
! RIJCOSX wB97M-V def2-TZVPD def2/J DEFGRID3
* xyz 0 1
C 3.413 -0.006 0.387
C 1.934 0.061 0.135
N 1.054 0.622 0.842
C 1.580 -0.656 -1.066
N 1.663 -1.250 -2.052
H 1.414 1.073 1.681
H 3.953 0.406 -0.467
H 3.680 0.547 1.287
H 3.721 -1.046 0.499
C -2.296 1.026 0.617
C -1.031 -0.624 -0.907
C -2.365 -0.246 -0.177
N -3.336 -1.028 -0.292
H -4.181 -0.763 0.216
H -3.146 1.124 1.288
H -1.371 1.053 1.184
H -0.635 0.290 -1.340
H -1.252 -1.348 -1.684
H -0.509 -1.108 -0.082
H -2.291 1.872 -0.070
*
```

Output
Frontier orbital gap   9.306 eV
SMILES   [H]/N=C(\C)C#N.CC(C)=N
ΔE to the lowest compared entry with this formula, charge and spin   1.822 eV
Lowest unoccupied orbital energy   0.12 eV

=====

A 2-piece molecular cluster, C6H11N3O overall. Source: OMol25; level of theory: ωB97M-V/def2-TZVPD.

```
! RIJCOSX wB97M-V def2-TZVPD def2/J DEFGRID3
* xyz 0 1
C -2.949 -0.159 -0.883
C -2.647 1.016 -0.182
C -2.097 -1.107 -0.359
C 2.355 -1.592 0.002
C 1.462 2.006 0.063
C 1.612 -0.333 -0.224
N -1.688 0.804 0.706
N -1.365 -0.487 0.598
N -0.393 -1.060 1.285
O 2.080 0.766 0.339
H -3.675 -0.289 -1.659
H -3.083 1.990 -0.287
H -1.965 -2.148 -0.567
H 1.657 -2.419 0.100
H 2.946 -1.509 0.907
H 3.024 -1.807 -0.837
H 0.724 1.921 -0.736
H 2.247 2.709 -0.225
H 0.964 2.365 0.966
H 0.881 -0.253 -1.018
H -0.091 -0.413 2.012
*
```

Output
Frontier orbital gap (spin up / spin down)   8.456 / 6.170 eV
ΔE to the lowest compared entry with this formula, charge and spin   5.328 eV
Lowest unoccupied orbital energy (spin up / spin down)   0.89 / -0.31 eV

=====

An isolated molecule of C6H11N3O2. Source: OMol25; level of theory: ωB97M-V/def2-TZVPD.

```
! RIJCOSX wB97M-V def2-TZVPD def2/J DEFGRID3
* xyz 0 3
C -1.186 0.207 0.283
C -0.092 -0.237 0.951
C 0.318 -0.494 2.318
C 1.031 -0.516 -0.167
C 2.365 0.202 0.104
C -1.854 0.095 -2.118
N 0.338 -0.342 -1.362
N -0.914 0.204 -1.066
N -0.606 -0.180 3.262
O 1.376 -1.057 2.563
O 1.457 -1.907 -0.043
H -2.107 0.450 0.670
H 3.178 -0.411 -0.083
H 2.426 0.710 1.138
H 2.412 1.026 -0.541
H -1.296 0.077 -3.145
H -2.484 -0.791 -2.110
H -2.480 1.089 -2.006
H 0.923 0.125 -2.028
H -1.540 -0.124 3.090
H -0.178 -0.008 4.186
H 2.211 -1.957 0.574
*
```

Output
Frontier orbital gap (spin up / spin down)   5.450 / 7.608 eV
ΔE to the lowest compared entry with this formula, charge and spin   0.410 eV
Lowest unoccupied orbital energy (spin up / spin down)   0.69 / -1.53 eV
Expectation value of S²   2.008

=====

C6H11N3OPS2 as an isolated structure. Source: OMol25; level of theory: ωB97M-V/def2-TZVPD.

```
! RIJCOSX wB97M-V def2-TZVPD def2/J DEFGRID3
* xyz 1 1
C -1.337 0.400 -0.007
C -2.529 -1.466 0.348
C -2.612 -0.128 0.100
C -0.317 -0.499 0.248
C 1.554 0.923 0.022
C -3.956 0.459 0.061
N 3.972 -1.196 -1.447
N 2.799 1.191 -0.126
N 1.104 -0.303 0.189
O 3.814 -1.345 1.016
P 4.418 -0.350 -0.086
S 5.975 0.626 0.171
S -0.954 -2.073 0.637
H -1.053 1.477 0.165
H -3.247 -2.260 0.371
H 0.821 1.638 -0.061
H -4.640 -0.331 -0.404
H -4.425 0.410 1.093
H -4.063 1.528 -0.415
H 4.642 -1.402 -2.161
H 3.438 -1.982 -1.139
H 3.234 2.082 -0.343
H 1.689 -1.127 0.162
H 3.942 -1.256 1.990
*
```

Output
Frontier orbital gap   8.136 eV
ΔE to the lowest compared entry with this formula, charge and spin   1.834 eV
Lowest unoccupied orbital energy   -3.26 eV

=====

An isolated ion of composition C6H11N4O2S2 and charge +1. Source: OMol25; level of theory: ωB97M-V/def2-TZVPD.

```
! RIJCOSX wB97M-V def2-TZVPD def2/J DEFGRID3
* xyz 1 1
C -2.002 -0.103 -0.911
C 2.182 -0.850 0.586
C 1.201 1.839 -0.482
C -2.401 -1.429 1.164
C -1.636 -1.394 -0.165
C 0.791 -0.510 0.053
N 2.310 1.837 -1.326
N 0.546 0.701 -0.356
N 0.771 2.890 0.175
N -0.181 -1.377 0.258
O 2.328 -2.172 0.734
O 3.093 -0.099 0.810
S -2.335 1.318 0.151
S -3.246 0.208 1.668
H -3.001 -0.318 -1.609
H -3.130 -2.167 1.307
H -1.591 -1.751 1.832
H -1.821 -2.271 -0.756
H 2.704 0.997 -1.623
H 2.891 2.643 -1.399
H -1.304 0.274 -1.685
H 0.624 3.866 -0.078
H -0.214 2.642 0.471
H 3.241 -2.458 0.826
H 0.180 -2.314 0.356
*
```

Output
Frontier orbital gap   7.291 eV
SMILES   NC(N)=N/C(=[NH+]\C1CSSC1)C(=O)O
ΔE to the lowest compared entry with this formula, charge and spin   0.000 eV
Lowest unoccupied orbital energy   -4.01 eV

=====

An isolated ion of composition C6H11N4S3 and charge -1. Source: OMol25; level of theory: ωB97M-V/def2-TZVPD.

```
! RIJCOSX wB97M-V def2-TZVPD def2/J DEFGRID3
* xyz -1 1
C -1.559 -0.432 0.311
C -1.829 0.861 0.625
C 0.689 -0.853 0.442
C -1.378 -3.043 -0.987
C 2.024 2.194 1.482
C -0.465 2.223 -1.515
N -0.657 -1.356 0.444
N 0.916 0.422 0.523
N -0.839 -2.714 0.353
N 2.154 0.985 0.611
S -3.268 -0.541 0.201
S 1.866 -2.121 0.516
S -1.575 2.372 -0.074
H -0.689 -2.489 -1.820
H -1.118 -4.088 -1.180
H -2.374 -2.756 -1.003
H 2.112 2.241 2.560
H 2.739 2.894 1.053
H 1.008 2.503 1.198
H 0.279 1.432 -1.176
H -0.127 3.180 -1.573
H -0.862 1.987 -2.601
H 0.104 -3.188 0.524
H 2.851 0.287 1.087
*
```

Output
Frontier orbital gap   6.979 eV
SMILES   CN/N=C(\[S-])N(NC)C1=C(SC)S1
ΔE to the lowest compared entry with this formula, charge and spin   1.672 eV
Lowest unoccupied orbital energy   3.09 eV

=====

An isolated ion of composition C6H11N5 and charge +2. Source: OMol25; level of theory: ωB97M-V/def2-TZVPD.

```
! RIJCOSX wB97M-V def2-TZVPD def2/J DEFGRID3
* xyz 2 1
C -1.251 -0.215 -0.566
C 0.914 -1.725 -0.512
C 3.180 -0.863 0.235
C -0.134 -0.887 -0.410
C -2.605 -0.648 -0.077
C 4.887 0.802 -0.313
N 2.144 -1.525 -0.039
N -2.762 -1.877 0.329
N -3.799 1.492 -0.522
N -3.668 0.215 -0.076
N 3.613 0.330 -0.159
H -1.187 0.854 -1.125
H 0.698 -2.660 -1.124
H 3.771 -1.216 1.074
H 5.756 0.198 -0.562
H 4.876 1.501 -1.258
H 5.117 1.516 0.479
H -1.984 -2.423 0.497
H -3.513 -2.368 0.774
H -4.794 1.725 -0.652
H -3.293 1.728 -1.329
H -4.573 -0.130 0.125
*
```

Output
Frontier orbital gap (spin up / spin down)   4.635 / 4.590 eV
ΔE to the lowest compared entry with this formula, charge and spin   8.833 eV
Lowest unoccupied orbital energy (spin up / spin down)   -11.25 / -11.31 eV

=====

An isolated ion of composition C6H11N6O2S and charge +1. Source: OMol25; level of theory: ωB97M-V/def2-TZVPD.

```
! RIJCOSX wB97M-V def2-TZVPD def2/J DEFGRID3
* xyz 1 3
C 2.865 -0.814 0.014
C -2.136 -0.868 -0.404
C 0.878 1.102 -1.195
C 1.932 1.516 -0.165
C 0.062 -0.169 -0.940
C -4.298 -1.496 0.829
N 4.029 -1.368 0.273
N 4.866 -0.447 0.525
N 4.350 0.712 0.340
N -0.953 -0.089 -0.025
N -3.071 -0.642 0.510
N 3.057 0.566 0.136
O -1.968 -1.628 -1.322
O -2.825 0.385 1.400
S 1.412 -1.596 -0.229
H 0.180 1.990 -1.206
H 1.479 1.089 -2.128
H 2.473 2.396 -0.522
H 1.395 1.725 0.750
H -0.254 -0.790 -1.818
H -4.268 -1.592 1.864
H -5.230 -0.818 0.622
H -4.296 -2.378 0.317
H 4.800 1.633 0.332
H -0.929 0.644 0.633
H -3.549 0.938 1.408
*
```

Output
Frontier orbital gap (spin up / spin down)   6.649 / 6.015 eV
ΔE to the lowest compared entry with this formula, charge and spin   0.000 eV
Lowest unoccupied orbital energy (spin up / spin down)   -3.12 / -7.20 eV
Expectation value of S²   2.018